Record 1
Below is a structure of composition C19H28NO4Pb in a non-equilibrium geometry, with properties calculated with ωB97M-V/def2-TZVPD.

The geometry in XYZ format:
```
53
Properties=species:S:1:pos:R:3:forces:R:3:mulliken_charge:R:1
O 0.02955 0.12382 0.12491 -0.33 -0.42 -0.81 -0.351
C -1.01091 -0.51656 -0.68076 -0.14 0.15 0.43 -0.627
C 0.00408 -1.09194 -1.65639 -0.03 0.31 0.11 -0.283
H -1.67480 0.23159 -1.11938 -0.15 -0.14 0.18 0.232
H -1.54904 -1.25315 -0.06367 -0.01 0.27 -0.26 0.306
C 1.06139 -0.45864 -0.73860 0.54 -0.16 -0.09 1.580
H -0.03770 -0.59002 -2.62486 0.09 -0.42 0.36 -0.099
H -0.01649 -2.17911 -1.73623 0.22 0.08 -0.10 0.351
C 1.84405 0.64344 -1.42379 0.15 0.22 -0.04 -1.642
H 1.14896 1.37741 -1.86386 0.25 -0.18 0.24 0.330
H 2.44617 0.22930 -2.24383 -0.06 -0.03 0.17 0.387
H 2.51894 1.14169 -0.71504 -0.25 0.00 -0.14 0.272
C 1.93666 -1.43006 0.02705 0.32 -0.11 0.30 -1.393
H 1.33718 -2.21095 0.51989 0.12 0.36 -0.08 0.227
H 2.53092 -0.89952 0.79307 -0.36 -0.20 -0.23 0.159
H 2.64090 -1.93543 -0.65263 -0.19 0.20 0.04 0.400
Pb -0.63024 1.00342 2.51666 1.67 -0.26 1.40 1.130
C 0.70091 -1.03407 4.95203 -0.55 -0.08 -0.38 -0.334
C -0.70034 -0.81235 4.97170 0.27 -0.14 -0.23 -0.728
C -1.26920 -1.49533 3.84956 0.24 0.24 -0.17 -0.993
H -1.26169 -0.27601 5.73578 0.18 -0.09 -0.23 0.410
C -0.20215 -2.13261 3.14418 0.18 0.33 0.40 -0.397
C 1.00934 -1.83046 3.81784 -0.63 -0.05 0.03 -0.372
H 1.99993 -2.18512 3.53796 -0.23 0.15 0.04 0.388
H 1.41057 -0.69225 5.70097 -0.15 0.08 -0.27 0.420
H -2.33255 -1.59222 3.62835 0.25 -0.02 0.11 0.539
H -0.31702 -2.79316 2.28865 0.03 0.18 0.06 0.454
C 1.89347 2.52109 4.30637 0.02 -0.12 -0.62 -0.476
C 2.80412 1.60034 3.72718 -0.18 0.43 -0.29 -0.554
C 2.86961 1.85222 2.32881 -0.51 0.43 0.47 -0.398
H 3.37389 0.84331 4.26389 -0.18 0.16 -0.14 0.407
C 1.98040 2.92774 2.03826 0.05 -0.45 0.07 -0.598
C 1.36931 3.33607 3.25987 -0.05 -0.39 0.13 -0.888
H 0.66902 4.16383 3.38669 0.24 -0.22 -0.06 0.461
H 1.66146 2.62185 5.36461 -0.03 -0.12 -0.26 0.379
H 3.52028 1.35038 1.61901 -0.11 0.01 0.07 0.567
H 1.83295 3.39491 1.06319 0.02 -0.13 0.25 0.418
O -1.64649 -0.37309 -3.95687 -0.70 -0.39 -1.50 -0.298
C -0.76412 -1.00028 -4.90856 0.50 -0.35 0.20 -0.437
C -1.44659 -1.09578 -6.28971 0.07 0.68 0.35 -0.546
H -0.50094 -2.00972 -4.54709 -0.18 0.33 0.05 0.270
H 0.17935 -0.42902 -4.94379 -0.34 -0.10 -0.07 0.294
C -2.92101 -0.76151 -6.00503 0.24 -0.50 0.84 -0.487
H -1.29992 -2.08413 -6.72564 -0.08 0.11 -0.03 0.309
H -1.01766 -0.34844 -6.96140 0.00 -0.12 -0.02 0.249
C -2.86804 -0.03078 -4.63954 -0.15 0.57 -0.12 -0.565
H -3.48849 -1.69187 -5.92089 -0.07 0.12 0.04 0.259
H -3.38420 -0.14684 -6.77195 0.01 0.03 -0.03 0.308
H -3.72158 -0.25894 -3.98191 0.34 -0.06 -0.21 0.283
H -2.88165 1.05980 -4.81666 0.06 -0.27 0.12 0.287
O -2.12615 2.40500 3.99279 -1.03 0.06 -1.61 -0.434
N -2.97136 2.65875 3.08784 0.51 -0.15 0.39 0.338
O -2.73309 2.15340 1.94095 0.11 0.19 1.13 -0.511
```
Positions in Å, forces in eV/Å.

LUMO level	2.150	eV
Kohn-Sham gap	5.72	eV
relative energy (zero: lowest compared OMol25 entry of this formula, charge and spin)	0.0000	eV
total charge	-1
strongest force on any atom	0.043	Eh/bohr

Record 2
Below is a structure of composition C19H28NPTeTi in a non-equilibrium geometry, with properties calculated with ωB97M-V/def2-TZVPD.

The geometry in XYZ format:
```
51
Properties=species:S:1:pos:R:3:forces:R:3:mulliken_charge:R:1
C 0.51957 3.19888 -3.13450 0.62 0.10 -0.03 -0.793
C -0.74858 2.73844 -2.82944 -0.87 0.00 0.13 -0.782
C -0.93194 1.67571 -1.93362 0.64 1.06 -0.65 -0.513
C 0.19347 1.06260 -1.42584 -0.74 -1.47 1.39 1.755
C 1.47661 1.53556 -1.68042 -0.25 0.85 -0.75 -0.022
C 1.64498 2.61690 -2.55393 -0.08 -0.42 0.37 -0.623
C -2.30099 1.19376 -1.52576 -0.47 0.27 -0.57 -1.228
C -2.49495 -0.26639 -1.09979 -1.31 0.54 -0.80 -0.585
N -1.88542 -1.29019 -1.98920 -1.33 0.99 1.16 0.344
Ti -0.66360 -0.82444 -0.39918 2.58 -1.07 2.00 -0.986
C 2.61359 0.84307 -0.99722 -0.14 -0.30 0.47 -1.276
P 1.87670 -0.75060 -0.36615 0.81 0.70 -0.20 1.386
H -1.61274 3.20946 -3.29544 0.08 0.05 0.02 0.406
H 2.64882 2.97723 -2.75978 -0.12 0.12 -0.13 0.449
H 0.66812 4.02840 -3.81868 -0.19 -0.07 0.01 0.375
H 2.99033 1.42229 -0.13470 -0.09 -0.12 -0.31 0.408
H 3.46460 0.61967 -1.66291 -0.21 0.12 0.24 0.497
H -2.69847 1.85073 -0.74076 -0.03 -0.16 -0.05 0.469
H -2.98054 1.29523 -2.38377 -0.07 0.30 0.05 0.398
H -2.40771 -0.86556 0.15005 0.52 0.67 -0.99 0.322
C 3.24205 -1.20904 0.74150 0.26 -0.58 -0.01 -1.225
C 2.17606 -1.75001 -1.86752 0.24 -0.50 0.01 -1.369
H -3.56779 -0.39082 -0.97713 -0.23 -0.05 -0.53 0.609
C -1.24990 -1.01467 -3.24455 -0.07 0.06 -1.37 -0.984
C -2.75919 -2.43215 -2.04480 -0.96 -0.95 -0.14 -1.031
H 0.63454 0.84422 1.88218 -0.67 0.59 -0.99 -0.036
H -1.85803 -1.50647 -4.00038 0.04 0.21 -0.46 0.365
H -1.15934 0.02935 -3.48724 -0.12 0.30 0.05 0.378
H -0.24989 -1.43761 -3.36735 -0.04 -0.17 0.54 0.141
H -3.03453 -2.54999 -3.08847 -0.34 -0.36 -0.12 0.353
H -2.38228 -3.38836 -1.66237 0.38 0.47 -0.04 0.270
H -3.67327 -2.19038 -1.49742 0.06 -0.37 -0.02 0.385
H 3.25479 -1.79170 -2.06201 -0.15 -0.07 -0.05 0.458
H 1.76854 -2.75121 -1.69441 0.16 0.13 -0.17 0.352
H 1.67932 -1.31685 -2.74255 0.10 0.04 0.30 0.310
H 4.19942 -1.12166 0.21502 -0.07 -0.05 0.15 0.399
H 3.25431 -0.54983 1.61372 -0.05 -0.07 -0.09 0.282
H 3.10212 -2.23935 1.07457 0.12 0.05 0.11 0.386
H -0.61616 -2.55587 -0.73558 0.86 -0.46 0.68 -0.118
Te -1.04869 1.13997 1.85943 2.54 -0.45 1.13 0.108
C -0.41940 0.57234 3.92203 -0.84 0.32 -0.72 0.486
C -1.42724 0.73563 4.86888 0.86 -0.63 0.58 -0.653
C -1.14852 0.34040 6.18656 0.03 0.17 -0.38 -0.511
C 0.11673 -0.16394 6.51157 -0.33 0.09 0.16 -0.444
C 1.13096 -0.25964 5.56189 -0.12 0.15 -0.27 -0.482
C 0.87480 0.12849 4.24765 -0.77 0.12 0.07 0.012
H -2.39170 1.13872 4.56767 0.12 -0.14 0.26 0.305
H -1.93328 0.43927 6.93698 0.31 -0.09 -0.05 0.347
H 0.31550 -0.47338 7.53119 -0.03 0.02 -0.04 0.354
H 2.12507 -0.63528 5.82283 -0.41 0.16 0.01 0.354
H 1.67313 0.08906 3.50912 -0.25 -0.08 0.03 0.201
```
Positions in Å, forces in eV/Å.

LUMO level (spin up / spin down)	-0.148 / -0.254	eV
Kohn-Sham gap (spin up / spin down)	5.60 / 7.22	eV
⟨S²⟩	2.014
strongest force on any atom	0.067	Eh/bohr
multiplicity	3

Record 3
Below is a structure of composition C19H29BeCl4F5InMgN2NaO8S4 in a non-equilibrium geometry, with properties calculated with ωB97M-V/def2-TZVPD.

The geometry in XYZ format:
```
75
Properties=species:S:1:pos:R:3:forces:R:3:mulliken_charge:R:1
C 0.85392 1.27801 0.82713 0.03 -0.23 -0.12 -0.946
C 0.18909 0.29275 -0.24088 0.88 -0.13 1.15 -0.324
C 1.15249 -1.00021 -0.49577 1.48 0.29 -1.72 0.623
O 1.61698 -1.19790 -1.56451 -0.41 0.49 0.27 -0.375
O 1.54137 -1.95422 0.55960 -2.15 1.71 -0.26 -0.381
C 1.14636 -3.31339 0.10308 -0.43 -3.06 -0.02 -0.464
C 0.81132 -4.28145 1.36631 -0.44 2.78 -0.63 -0.935
In -1.48211 -4.37118 1.47888 -0.50 -2.88 0.12 0.897
S -2.44127 -4.90592 -0.77837 -0.08 0.31 0.23 -0.523
C -2.12966 -2.31563 2.15607 0.96 0.77 0.87 -0.588
C -3.61151 -2.25499 2.70487 0.32 1.29 -2.00 -1.016
C -4.09570 -0.72195 2.67989 0.88 -1.32 0.44 -0.554
S -5.93856 -0.73710 2.62066 0.11 0.79 -0.82 -0.113
C -6.52807 -0.26440 0.97963 -0.51 0.82 -0.28 0.319
S -7.93734 0.60196 0.91698 1.13 -0.96 0.38 -0.232
N -5.88737 -0.61791 -0.26537 -0.15 -0.05 0.70 0.300
C -6.48137 -0.38567 -1.50769 2.63 -1.17 -2.52 -0.028
C -5.48737 -0.85643 -2.44945 -1.62 1.00 3.16 -0.563
N -4.37349 -1.37574 -1.76893 -1.25 0.88 0.76 -0.472
C -4.63272 -1.21554 -0.46663 -0.03 -0.16 -2.26 -0.241
H 1.84956 1.65677 0.46861 -0.97 -0.56 0.16 0.428
H 1.06455 0.76550 1.81197 -0.34 0.58 -0.80 0.281
H 0.18143 2.16676 0.94861 0.59 -1.01 0.09 0.271
H 0.10561 0.82732 -1.22284 -0.07 -0.99 0.85 0.365
H -0.89223 0.03402 0.08310 1.07 0.41 -0.64 0.119
H 1.91493 -3.82823 -0.52144 -0.36 1.13 0.31 0.298
H 0.22226 -3.15625 -0.54555 0.95 -0.29 0.31 0.431
H 1.17015 -3.70875 2.27422 0.11 -1.02 -0.74 0.214
H 1.27335 -5.28872 1.26729 -0.28 0.97 0.15 0.419
H -2.08065 -5.65410 2.56136 0.26 0.81 -0.18 -0.259
H -3.61659 -5.67399 -0.53219 -0.06 0.34 0.49 0.300
H -1.94600 -1.56873 1.27832 -2.31 -0.09 1.02 0.333
H -1.45087 -2.01890 3.03212 -0.39 0.10 -0.82 0.645
H -4.25493 -2.81528 1.96676 0.57 0.23 1.10 0.453
H -3.68389 -2.67666 3.73380 0.14 0.15 -0.97 0.507
H -3.60518 -0.15971 1.84706 -0.75 -0.41 0.59 0.257
H -3.71448 -0.26529 3.63762 -0.91 -0.12 -0.89 0.485
H -7.45744 0.05526 -1.77418 0.83 -0.38 0.92 0.391
H -5.62660 -0.79511 -3.57181 0.49 1.19 1.87 0.316
H -3.89946 -1.52974 0.29762 -1.16 0.27 -0.54 0.388
C 5.09843 -1.99151 2.23843 0.39 -0.25 0.10 0.348
Cl 6.37404 -3.15762 1.92042 -0.26 0.03 0.10 0.112
Cl 5.79246 -0.53204 2.96849 -0.09 -0.11 -0.09 -0.100
Cl 4.29508 -1.56635 0.71271 0.43 0.12 -0.02 -0.122
Cl 3.91014 -2.70180 3.35093 0.00 0.08 -0.08 -0.116
O -2.51449 2.12457 -1.12384 0.56 0.05 0.21 -0.489
C -2.08599 3.24189 -1.16437 -0.65 -0.38 0.08 0.409
O -0.88736 3.60532 -0.63208 -0.19 -0.06 -0.20 -0.238
C -0.71774 5.02541 -0.74794 0.37 0.47 0.18 -0.629
C -1.64296 5.44026 -1.87794 0.06 -0.22 -0.39 0.165
C -2.78407 4.44321 -1.75173 0.22 0.40 -0.32 -0.569
H -0.98871 5.48861 0.20468 -0.01 -0.07 -0.01 0.312
H 0.32469 5.25426 -0.96639 -0.02 -0.22 0.10 0.378
H -1.96022 6.47674 -1.81183 0.06 -1.13 0.59 -0.567
H -1.13996 5.30193 -2.83852 -0.01 0.15 0.05 0.546
H -3.55144 4.78525 -1.05413 -0.07 -0.17 -0.04 0.317
H -3.22376 4.20697 -2.71871 -0.20 -0.16 0.21 0.351
Na -2.06897 8.13017 -2.35042 0.59 1.80 -1.58 0.909
Mg -0.27469 -1.59333 1.17964 0.39 -1.38 1.47 0.368
C 10.38861 -2.45936 1.01537 -0.78 0.08 -0.83 0.605
F 9.30162 -1.94459 1.62816 0.41 -0.08 0.20 -0.204
F 9.98347 -3.59848 0.42108 0.35 0.12 0.40 -0.222
F 10.70058 -1.60675 0.01856 0.25 -0.15 0.45 -0.244
S 11.79495 -2.72903 2.18754 0.77 -0.10 0.53 1.140
O 11.27640 -3.65865 3.17423 -0.24 0.19 -0.35 -0.554
O 12.08525 -1.41180 2.72075 -0.37 -0.14 -0.28 -0.569
O 12.85700 -3.27715 1.36807 -0.46 0.11 -0.11 -0.565
C 0.59204 9.11978 -5.49093 1.41 0.24 -0.36 -0.622
O -0.59649 8.99731 -4.87761 -1.12 -0.46 1.13 -0.696
H 0.70224 9.96613 -6.19847 -0.52 0.15 -0.01 0.208
H 1.48240 9.26024 -4.84176 -0.13 -0.08 0.39 0.204
H 0.91946 8.26542 -6.12322 -0.35 -0.33 0.01 0.207
Be -5.55965 -2.12216 -4.38821 0.09 -1.72 -0.99 0.075
F 5.63114 -5.44680 2.06200 -0.09 0.26 -0.04 -0.487
F -5.35202 -6.10532 -0.10891 0.92 0.44 -0.20 -0.687
```
Positions in Å, forces in eV/Å.

LUMO level	-6.585	eV
Kohn-Sham gap	0.91	eV
strongest force on any atom	0.074	Eh/bohr

Record 4
Below is a structure of composition C19H29BiClNO2S5SeSi, with properties calculated with ωB97M-V/def2-TZVPD.

The geometry in XYZ format:
```
60
Properties=species:S:1:pos:R:3:forces:R:3:mulliken_charge:R:1
Bi 1.03449 -0.27110 -0.41543 -0.15 0.45 0.00 1.073
C -3.02554 -0.94689 -1.51801 0.02 -0.02 0.02 -0.924
C -2.86156 0.02655 -2.67521 0.05 -0.01 -0.11 -0.700
S -1.13815 0.15069 -3.23103 0.01 -0.05 -0.02 0.178
C -1.14285 1.76190 -4.06114 -0.01 -0.09 -0.02 -0.931
C -1.50485 2.96719 -3.20672 -0.03 0.09 0.08 -0.741
S -0.48026 3.08839 -1.71607 -0.07 -0.01 -0.02 0.036
C -1.63438 3.98564 -0.64412 -0.06 0.01 -0.19 -0.584
C -1.21417 3.92553 0.81287 -0.01 0.02 0.18 -1.159
S -0.87411 2.29512 1.51394 -0.13 0.03 0.00 0.351
C -2.53076 1.60157 1.73054 0.02 0.06 0.08 -1.146
C -3.16064 0.92541 0.52149 0.09 0.04 -0.15 -0.296
S -2.16829 -0.50181 0.00982 -0.08 -0.04 0.05 0.152
H -2.64781 -1.93474 -1.78513 0.03 0.03 0.04 0.367
H -4.08711 -1.04883 -1.28379 -0.01 -0.04 -0.04 0.469
H -3.22083 1.01155 -2.38570 0.02 0.08 0.00 0.220
H -3.47048 -0.31862 -3.51272 -0.04 0.03 0.01 0.467
H -1.80790 1.72869 -4.92690 0.02 -0.02 0.02 0.421
H -0.12718 1.86280 -4.44540 0.03 -0.01 -0.01 0.405
H -2.54856 2.91270 -2.89185 0.01 0.00 0.00 0.349
H -1.40103 3.86661 -3.81742 0.00 -0.01 0.03 0.489
H -2.63011 3.55430 -0.77103 0.04 0.01 -0.01 0.269
H -1.68549 5.03385 -0.94782 -0.03 -0.02 -0.01 0.459
H -1.97929 4.41386 1.42177 0.05 0.01 0.01 0.396
H -0.28741 4.48133 0.95975 0.04 -0.01 0.00 0.422
H -3.19483 2.38433 2.10625 0.02 -0.02 -0.01 0.529
H -2.41183 0.86952 2.53143 -0.02 0.00 0.03 0.425
H -3.25820 1.62416 -0.31017 0.03 -0.02 0.04 -0.121
H -4.15787 0.57294 0.79275 -0.02 -0.02 -0.02 0.472
C 1.03628 -4.80480 -3.25204 0.07 0.17 0.17 -1.128
Si 1.91810 -3.47856 -2.25831 0.02 0.08 -0.03 0.607
C 2.50058 -2.06139 -3.34651 -0.04 -0.13 0.19 -0.985
C 3.33409 -4.22052 -1.28882 -0.20 0.14 -0.07 -0.931
Se 0.24860 -2.71715 -0.84974 -0.06 -0.42 -0.06 -0.451
H 1.73343 -5.38378 -3.85355 0.13 -0.05 -0.09 0.355
H 0.29388 -4.36410 -3.91292 -0.10 0.06 -0.07 0.269
H 0.52280 -5.49066 -2.57966 -0.04 -0.07 0.05 0.327
H 3.05529 -2.42155 -4.20861 0.09 -0.13 -0.16 0.429
H 3.16330 -1.40570 -2.78310 0.00 0.04 0.03 0.315
H 1.65228 -1.48558 -3.71132 -0.13 0.07 -0.08 0.168
H 3.94008 -4.85741 -1.93007 0.09 -0.08 -0.12 0.370
H 2.96103 -4.82580 -0.46645 -0.05 -0.09 0.09 0.287
H 3.97161 -3.44582 -0.86942 0.04 0.01 0.02 0.196
S 4.90045 -1.73383 1.65811 0.02 0.00 0.07 -0.404
C 3.86538 -1.26184 0.55105 0.08 0.00 0.10 0.488
N 3.11869 -0.93689 -0.31112 0.08 0.05 -0.10 -0.738
Cl 1.04874 0.45970 8.26173 0.00 0.00 0.02 -0.220
C 1.14756 0.40367 6.52849 0.00 0.01 0.01 0.459
C 1.98576 1.29068 5.87017 -0.05 -0.05 0.02 -0.762
C 2.05606 1.24516 4.49054 -0.05 -0.06 -0.01 -0.247
C 1.29732 0.32064 3.78307 0.03 0.06 0.09 0.109
C 0.46868 -0.56652 4.45863 0.05 0.02 -0.04 -0.226
C 0.38809 -0.52768 5.83865 0.06 0.07 0.04 -0.831
C 1.37831 0.30994 2.30049 -0.15 -0.19 0.47 0.697
O 2.05480 1.10346 1.67019 0.60 0.55 -0.33 -0.744
O 0.65841 -0.58667 1.70114 -0.28 -0.48 -0.20 -0.588
H 2.57005 1.99970 6.43485 0.04 0.06 0.05 0.424
H 2.69798 1.91973 3.94478 0.04 0.05 -0.04 0.490
H -0.10236 -1.28933 3.89620 -0.05 -0.05 -0.04 0.492
H -0.24825 -1.20973 6.37858 -0.06 -0.07 0.06 0.428
```
Positions in Å, forces in eV/Å.

LUMO level	0.085	eV
Kohn-Sham gap	8.34	eV
relative energy (zero: lowest compared OMol25 entry of this formula, charge and spin)	0.0000	eV
strongest force on any atom	0.017	Eh/bohr

Question: Which formula does entry 1 have?
Answer: C19H28NO4Pb

Question: Look up the strongest force on any atom of the second one.
Answer: 0.067 Eh/bohr